Entry 1:
Below is a structure of composition C27H30N4RuS2 in a non-equilibrium geometry, with properties calculated with ωB97M-V with the def2-TZVPD basis set.

Element x y z (Å)
Ru 0.0399 -0.3625 0.4892
C -1.0281 -2.9473 1.5415
N 0.0896 -1.9892 1.9695
C -0.0683 -1.5896 3.3796
C 1.3309 -2.5782 1.6739
C 2.1404 -3.1188 2.6793
C 3.2329 -3.9383 2.3092
C 3.3687 -4.3378 0.9536
C 2.6032 -3.7157 -0.0002
C 1.7387 -2.6616 0.3418
N 1.3256 -1.7177 -0.5438
C 2.0581 -1.4464 -1.7107
C 3.4589 -1.5184 -1.7053
C 4.2295 -1.3056 -2.8387
C 3.5712 -1.0437 -4.0448
C 2.1769 -0.9983 -4.1044
C 1.4333 -1.0345 -2.9217
N 0.1148 -0.6821 -2.8267
C -0.2241 0.7297 -3.1028
C -0.8414 -1.7270 -3.1494
H -1.1035 -3.7856 2.2526
H -0.7574 -3.2961 0.5396
H -1.9926 -2.3475 1.6031
H -0.1059 -2.4057 4.0904
H -0.9849 -1.0004 3.4717
H 0.7820 -0.9623 3.5975
H 1.9635 -2.9564 3.6997
H 3.9178 -4.3096 3.0430
H 4.0961 -5.0841 0.6311
H 2.6728 -3.9645 -1.0285
H 3.9337 -1.7765 -0.7630
H 5.3041 -1.3337 -2.7812
H 4.1335 -0.9465 -4.9658
H 1.6063 -0.9395 -5.0526
H -0.2449 0.9588 -4.1878
H 0.5331 1.3536 -2.6268
H -1.2161 0.9498 -2.6548
H -0.8263 -1.9230 -4.2332
H -1.8366 -1.4153 -2.8167
H -0.5406 -2.6114 -2.6300
C -1.4570 0.6414 0.1009
C -0.9758 0.8205 1.3511
C -1.2765 1.5202 2.6016
C -0.2749 1.6551 3.5532
C -0.3358 2.5399 4.5870
C -1.4549 3.3585 4.8316
C -2.3858 3.3541 3.8130
C -2.3574 2.4089 2.7820
H 0.6550 1.0833 3.4889
H 0.5147 2.5453 5.2351
H -1.5330 3.8286 5.8237
H -3.1929 4.0699 3.7299
H -3.2422 2.3599 2.0993
S -2.9065 1.1288 -0.8128
C -2.7252 2.7601 -1.4440
N -3.6911 3.3366 -2.1534
C -3.5353 4.7618 -2.4845
C -2.1800 5.1771 -1.9031
S -1.4558 3.8469 -0.9005
H -4.6220 2.8822 -2.2983
H -4.3459 5.3341 -2.0227
H -3.5828 4.8552 -3.5788
H -2.2110 6.0485 -1.2474
H -1.5129 5.4619 -2.7296

The calculated total energy is -58684.854 eV. Its frontier orbital gap (spin up / spin down) is 4.94 / 5.58 eV. Its total charge is +1. As for the expectation value of S²: 8.81. For the HOMO energy (spin up / spin down), the calculation gives -7.26 / -10.72 eV. The spin multiplicity is 6. The molar mass is 575.8 g mol⁻¹. The value obtained for the maximum force is 6.09 eV/Å.

These are the Löwdin partial charges, in e, on atoms 1 to 4:
1. Ru 1.34
2. C -0.01
3. N -0.30
4. C -0.07



Entry 2:
Below is an isolated molecule of C4H7FS in a non-equilibrium geometry, with properties calculated with ωB97M-V with the def2-TZVPD basis set.

Element x y z (Å)
C -1.7387 1.0297 -0.0307
C -0.5734 0.1388 -0.4231
C 0.3933 -0.4376 0.5017
C 1.8796 -0.6761 0.0805
H -2.2226 0.7135 0.9141
H -2.5403 0.8902 -0.8239
H -1.4900 2.0822 0.1999
H -0.2870 0.2839 -1.4897
H 0.2927 -0.2131 1.5948
H 2.5212 -1.2085 0.8930
H 1.9419 -1.3322 -0.7754
F 2.5170 0.4378 -0.3983
S -0.6938 -1.7086 -0.2431

The calculated total energy is -17813.109 eV. Its frontier orbital gap is 9.90 eV. For the HOMO energy, the calculation gives -8.95 eV. The molar mass is 106.2 g mol⁻¹. The value obtained for the maximum force is 2.11 eV/Å.

These are the natural (NBO) partial charges, in e, on atoms 1 to 4:
1. C -0.63
2. C -0.26
3. C -0.35
4. C 0.05



Entry 3:
Below is a cluster of 2 separate species, C5H8O2S in total in a non-equilibrium geometry, with properties calculated with ωB97M-V with the def2-TZVPD basis set.

Element x y z (Å)
C -1.9886 0.6783 0.5303
C 1.7671 1.4238 -0.3017
C 1.8829 -0.0188 -0.6645
C 1.9013 0.2086 0.6144
C -1.9383 -1.3035 -0.7534
O -1.1870 1.3330 -0.0460
O -2.5220 -0.4869 0.2776
S 2.1330 -0.2275 2.2849
H 2.5944 2.1533 -0.4116
H 0.7134 1.8621 -0.3002
H -2.5943 0.9790 1.3157
H 2.1637 -0.7301 -1.4043
H -0.9848 -1.7359 -0.5304
H -1.7364 -0.7224 -1.6007
H -2.7334 -1.9775 -1.0437
H 2.5289 -1.4354 2.0338

The calculated total energy is -20241.320 eV. Its frontier orbital gap is 9.13 eV. For the HOMO energy, the calculation gives -8.42 eV. The molar mass is 132.2 g mol⁻¹. The value obtained for the maximum force is 2.87 eV/Å.

These are the natural (NBO) partial charges, in e, on atoms 1 to 4:
1. C 0.67
2. C -0.42
3. C -0.24
4. C -0.17



Record-wise ΔE to the lowest compared entry with this formula, charge and spin values, in kcal per mole: 48.1 28.4 83.2